1.
DFT (ωB97M-V/def2-TZVPD) results for 2 unconnected molecules or ions with the total composition C5H16N2O2.

Each atom is followed by the atoms it is bonded to, with distances in Å.
Atoms and positions in Å:
1 C -1.044 1.943 1.661  N2 1.451, H9 1.090, H10 1.096, H11 1.094
2 N -0.197 0.766 1.694  C1 1.451, C3 1.438, H12 1.003
3 C -0.062 -0.129 0.576  N2 1.438, C4 1.536, C6 1.543, H13 1.085
4 C -1.113 -1.250 0.558  C3 1.536, N5 1.475, H14 1.090, H15 1.087
5 N -1.094 -2.023 -0.697  C4 1.475, H16 1.010, H17 1.019
6 C 1.365 -0.714 0.525  C3 1.543, C7 1.504, H18 1.088, H19 1.087
7 C 2.197 -0.089 -0.561  C6 1.504, O8 1.422, H20 1.087, H21 1.095
8 O 2.399 1.304 -0.360  C7 1.422, H22 0.961
9 H -1.685 1.945 0.779  C1 1.090
10 H -0.445 2.860 1.618  C1 1.096
11 H -1.657 2.006 2.565  C1 1.094
12 H 0.031 0.425 2.609  N2 1.003
13 H -0.230 0.490 -0.299  C3 1.085
14 H -0.861 -1.953 1.352  C4 1.090
15 H -2.085 -0.800 0.742  C4 1.087
16 H -1.882 -1.860 -1.306  N5 1.010
17 H -0.245 -1.838 -1.230  N5 1.019
18 H 1.368 -1.796 0.410  C6 1.088
19 H 1.794 -0.529 1.506  C6 1.087
20 H 3.222 -0.446 -0.622  C7 1.087
21 H 1.667 -0.235 -1.508  C7 1.095
22 H 1.600 1.779 -0.116  O8 0.961
23 O -0.668 -0.092 -3.381  H24 0.962, H25 0.964
24 H -1.034 0.047 -2.503  O23 0.962
25 H -1.342 0.186 -4.011  O23 0.964

Computed properties:
Largest force on an atom in eV/A: 0.91
HOMO level in eV: -8.3
Energy above the lowest of the compared OMol25 structures with the same formula, charge and spin in kJ/mol: 159.59
Orbital gap in eV: 8.91


2.
DFT (ωB97M-V/def2-TZVPD) results for 3 unconnected molecules or ions with the total composition C5H16N2O3 in a non-equilibrium geometry.

Each atom is followed by the atoms it is bonded to, with distances in Å.
Atoms and positions in Å:
1 O 1.984 2.800 -2.709  C2 1.222
2 C 1.315 1.903 -2.219  O1 1.222, N3 1.380, H9 1.098
3 N 1.285 1.785 -0.844  C2 1.380, C4 1.501, H10 1.010
4 C 0.236 0.945 -0.177  N3 1.501, C5 1.564, C8 1.510, H11 1.107
5 C 0.977 -0.391 0.158  C4 1.564, C6 1.499, H12 1.083, H13 1.147
6 C 0.262 -1.367 1.043  C5 1.499, N7 1.464, H14 1.155, H15 1.125
7 N -0.598 -2.346 0.375  C6 1.464, H16 1.007, H17 1.023
8 C -0.200 1.755 1.021  C4 1.510, H18 1.135, H19 1.091, H20 1.073
9 H 0.639 1.232 -2.765  C2 1.098
10 H 1.561 2.621 -0.347  N3 1.010
11 H -0.621 0.570 -0.769  C4 1.107
12 H 1.990 -0.185 0.481  C5 1.083
13 H 1.162 -0.849 -0.877  C5 1.147
14 H 1.126 -2.008 1.464  C6 1.155
15 H -0.250 -0.950 1.954  C6 1.125
16 H -0.859 -3.170 0.890  N7 1.007
17 H -1.475 -1.947 0.030  N7 1.023
18 H 0.728 1.872 1.664  C8 1.135
19 H -0.493 2.805 0.957  C8 1.091
20 H -0.911 1.176 1.578  C8 1.073
21 H -2.404 -0.943 1.664  O23 0.977
22 H -3.317 -0.949 2.975  O23 0.968
23 O -2.520 -0.584 2.566  H21 0.977, H22 0.968
24 H -0.108 -1.289 -3.512  O26 0.959
25 H 0.423 -1.538 -1.968  O26 0.958
26 O 0.068 -0.947 -2.634  H24 0.959, H25 0.958

Computed properties:
Largest force on an atom in eV/A: 3.43
HOMO level (alpha / beta) in eV: 0.6 / -5.9
Spin multiplicity: 2
Energy above the lowest of the compared OMol25 structures with the same formula, charge and spin in kJ/mol: 142.30
<S²>: 0.7504
Net charge: -1
Orbital gap (alpha / beta) in eV: 2.63 / 9.22


3.
DFT (ωB97M-V/def2-TZVPD) results for 3 unconnected molecules or ions with the total composition C5H16N2O3 in a non-equilibrium geometry.

Each atom is followed by the atoms it is bonded to, with distances in Å.
Atoms and positions in Å:
1 C -0.159 0.447 2.683  C2 1.526, H9 1.147, H10 1.094, H11 1.059
2 C -1.273 0.278 1.653  C1 1.526, C3 1.573, H12 1.045, H13 1.210
3 C -1.041 0.179 0.101  C2 1.573, C4 1.602, N5 1.467, H14 1.180
4 C -1.462 -1.242 -0.506  C3 1.602, H15 1.153, H16 1.084, H17 1.156
5 N 0.226 0.624 -0.489  C3 1.467, C6 1.447, H18 0.993
6 C 0.506 1.979 -0.913  N5 1.447, N7 1.440, O8 1.211
7 N 1.713 2.026 -1.696  C6 1.440, H19 1.090, H20 1.052
8 O -0.277 2.869 -0.662  C6 1.211
9 H 0.861 0.003 2.401  C1 1.147
10 H 0.165 1.470 2.891  C1 1.094
11 H -0.507 -0.008 3.574  C1 1.059
12 H -1.828 1.164 1.661  C2 1.045
13 H -2.027 -0.592 2.026  C2 1.210
14 H -1.803 0.954 -0.360  C3 1.180
15 H -0.591 -1.987 -0.641  C4 1.153
16 H -1.847 -1.094 -1.508  C4 1.084
17 H -2.281 -1.950 -0.100  C4 1.156
18 H 0.934 -0.072 -0.500  N5 0.993
19 H 1.478 2.754 -2.471  N7 1.090
20 H 2.165 1.159 -2.084  N7 1.052
21 O 1.061 -2.240 0.923  H22 0.992, H23 0.954
22 H 1.975 -1.868 1.034  O21 0.992
23 H 0.794 -2.359 1.830  O21 0.954
24 O 1.221 -0.596 -2.900  H25 0.936, H26 0.987
25 H 0.423 -0.635 -2.413  O24 0.936
26 H 1.575 -1.265 -3.534  O24 0.987

Computed properties:
Largest force on an atom in eV/A: 3.58
HOMO level in eV: -9.2
Energy above the lowest of the compared OMol25 structures with the same formula, charge and spin in kJ/mol: 216.81
Orbital gap in eV: 9.67


4.
DFT (ωB97M-V/def2-TZVPD) results for 5 unconnected molecules or ions with the total composition C5H16N2O4 in a non-equilibrium geometry.

Each atom is followed by the atoms it is bonded to, with distances in Å.
Atoms and positions in Å:
1 C -1.798 -2.547 -0.219  C2 1.535, H8 1.080, H9 1.083, H10 1.095
2 C -1.619 -1.623 0.994  C1 1.535, C3 1.494, H11 1.080, H12 1.077
3 C -0.209 -1.266 1.331  C2 1.494, C4 1.366, N7 1.368
4 C 0.362 -0.820 2.489  C3 1.366, N5 1.381, H13 1.077
5 N 1.711 -0.598 2.291  C4 1.381, C6 1.302
6 C 1.972 -1.029 1.091  N5 1.302, N7 1.362, H14 1.069
7 N 0.831 -1.416 0.456  C3 1.368, C6 1.362, H15 1.005
8 H -2.691 -3.148 -0.127  C1 1.080
9 H -1.001 -3.209 -0.536  C1 1.083
10 H -1.981 -1.976 -1.135  C1 1.095
11 H -2.232 -0.760 0.777  C2 1.080
12 H -2.083 -2.086 1.849  C2 1.077
13 H -0.024 -0.615 3.473  C4 1.077
14 H 2.954 -1.190 0.698  C6 1.069
15 H 0.723 -1.863 -0.437  N7 1.005
16 O 2.458 1.175 -1.816  H17 0.966, H18 0.965
17 H 1.533 0.895 -1.829  O16 0.966
18 H 2.499 1.986 -2.337  O16 0.965
19 O -1.699 2.864 -0.319  H20 0.963, H21 0.972
20 H -1.436 3.444 -1.040  O19 0.963
21 H -0.896 2.830 0.227  O19 0.972
22 O -0.726 0.882 -2.333  H23 0.972, H24 0.957
23 H -1.385 1.204 -1.694  O22 0.972
24 H -0.266 1.601 -2.766  O22 0.957
25 O 1.539 2.761 0.380  H26 0.966, H27 0.963
26 H 2.132 2.537 -0.349  O25 0.966
27 H 1.331 1.967 0.883  O25 0.963

Computed properties:
Largest force on an atom in eV/A: 1.19
HOMO level in eV: -8.6
Energy above the lowest of the compared OMol25 structures with the same formula, charge and spin in kJ/mol: 0.00
Orbital gap in eV: 8.74


5.
DFT (ωB97M-V/def2-TZVPD) results for 2 unconnected molecules or ions with the total composition C5H16N3 in a non-equilibrium geometry.

Each atom is followed by the atoms it is bonded to, with distances in Å.
Atoms and positions in Å:
1 C -1.147 -0.757 1.140  C2 1.505, N4 1.474, H7 1.083, H8 1.088
2 C -2.110 0.148 0.420  C1 1.505, H9 1.100, H10 1.096, H16 1.102
3 C 1.157 0.293 1.455  N4 1.398, N5 1.389, N6 1.400
4 N -0.131 -0.012 1.905  C1 1.474, C3 1.398, H11 1.002
5 N 1.785 -0.415 0.438  C3 1.389, H12 1.001, H13 1.007
6 N 1.699 1.518 1.863  C3 1.400, H14 1.002, H15 0.998
7 H -1.718 -1.332 1.858  C1 1.083
8 H -0.563 -1.392 0.477  C1 1.088
9 H -2.657 0.820 1.097  C2 1.100
10 H -2.849 -0.349 -0.218  C2 1.096
11 H -0.589 0.746 2.373  N4 1.002
12 H 1.293 -1.109 -0.091  N5 1.001
13 H 2.775 -0.580 0.518  N5 1.007
14 H 1.209 2.108 2.507  N6 1.002
15 H 2.604 1.823 1.573  N6 0.998
16 H -1.775 0.948 -0.260  C2 1.102
17 C -1.172 -0.831 -3.030  C18 1.542, H19 1.091, H20 1.088, H21 1.085
18 C 0.041 0.030 -3.435  C17 1.542, H22 1.090, H23 1.094, H24 1.084
19 H -0.835 -1.502 -2.238  C17 1.091
20 H -1.897 -0.176 -2.551  C17 1.088
21 H -1.568 -1.382 -3.877  C17 1.085
22 H 0.621 0.279 -2.546  C18 1.090
23 H 0.735 -0.572 -4.030  C18 1.094
24 H -0.241 0.904 -4.011  C18 1.084

Computed properties:
Largest force on an atom in eV/A: 2.27
HOMO level (alpha / beta) in eV: -3.8 / -8.8
Spin multiplicity: 2
Energy above the lowest of the compared OMol25 structures with the same formula, charge and spin in kJ/mol: 54.14
<S²>: 0.7532
Orbital gap (alpha / beta) in eV: 4.87 / 9.78


6.
DFT (ωB97M-V/def2-TZVPD) results for a single C5H16N3 molecule in a non-equilibrium geometry.

Each atom is followed by the atoms it is bonded to, with distances in Å.
Atoms and positions in Å:
1 N 0.724 -3.281 -0.699  C2 1.489, H9 1.105, H10 0.977, H11 0.972
2 C 1.084 -1.939 -1.235  N1 1.489, C3 1.568, H12 1.140, H13 1.080
3 C -0.167 -1.046 -1.544  C2 1.568, N4 1.475, H14 1.131, H15 1.071
4 N -0.898 -0.889 -0.273  C3 1.475, C5 1.514, H16 1.085
5 C -0.661 0.333 0.589  N4 1.514, C6 1.492, H17 1.142, H18 1.160
6 C -0.338 1.607 -0.118  C5 1.492, N7 1.481, H19 1.059, H20 1.098
7 N 0.063 2.795 0.671  C6 1.481, C8 1.481, H21 0.992
8 C -0.036 2.750 2.148  N7 1.481, H22 1.070, H23 1.052, H24 1.163
9 H 0.022 -3.047 0.120  N1 1.105
10 H 0.143 -3.816 -1.275  N1 0.977
11 H 1.497 -3.781 -0.389  N1 0.972
12 H 1.429 -1.281 -0.370  C2 1.140
13 H 1.898 -1.823 -1.935  C2 1.080
14 H 0.287 -0.050 -1.829  C3 1.131
15 H -0.851 -1.423 -2.277  C3 1.071
16 H -1.957 -1.042 -0.449  N4 1.085
17 H -1.558 0.490 1.278  C5 1.142
18 H 0.152 0.097 1.383  C5 1.160
19 H 0.382 1.321 -0.842  C6 1.059
20 H -1.063 1.952 -0.868  C6 1.098
21 H -0.279 3.614 0.230  N7 0.992
22 H 0.663 2.103 2.636  C8 1.070
23 H -0.980 2.597 2.586  C8 1.052
24 H 0.446 3.761 2.461  C8 1.163

Computed properties:
Largest force on an atom in eV/A: 4.72
HOMO level (alpha / beta) in eV: -3.3 / -8.7
Spin multiplicity: 2
Energy above the lowest of the compared OMol25 structures with the same formula, charge and spin in kJ/mol: 340.89
<S²>: 0.7505
Orbital gap (alpha / beta) in eV: 4.08 / 9.37


7.
DFT (ωB97M-V/def2-TZVPD) results for a gas-phase ion, C5H16N3 (charge +1) in a non-equilibrium geometry.

Each atom is followed by the atoms it is bonded to, with distances in Å.
Atoms and positions in Å:
1 C -1.031 1.237 -1.701  C2 1.491, H9 1.157, H10 1.092, H11 1.084
2 C -0.386 -0.094 -1.892  C1 1.491, N3 1.535, C4 1.605, H12 1.110
3 N 1.017 0.021 -2.501  C2 1.535, H13 1.068, H14 1.033, H15 1.135
4 C -0.498 -0.898 -0.507  C2 1.605, N5 1.572, H16 1.144, H17 1.064
5 N 0.885 -0.507 0.128  C4 1.572, C6 1.467, H18 1.056
6 C 0.887 0.119 1.455  N5 1.467, C7 1.506, H19 1.103, H20 1.083
7 C 0.078 -0.568 2.523  C6 1.506, N8 1.507, H21 1.165, H22 1.117
8 N -0.987 0.264 3.188  C7 1.507, H23 0.997, H24 1.081
9 H -0.293 1.898 -1.106  C1 1.157
10 H -2.014 0.987 -1.297  C1 1.092
11 H -1.250 1.716 -2.649  C1 1.084
12 H -0.954 -0.723 -2.610  C2 1.110
13 H 1.165 -0.686 -3.288  N3 1.068
14 H 1.841 -0.053 -1.881  N3 1.033
15 H 1.140 1.002 -3.059  N3 1.135
16 H -1.398 -0.892 0.200  C4 1.144
17 H -0.483 -1.901 -0.863  C4 1.064
18 H 1.458 -1.358 0.377  N5 1.056
19 H 0.575 1.159 1.257  C6 1.103
20 H 1.909 0.242 1.792  C6 1.083
21 H 0.790 -1.002 3.337  C7 1.165
22 H -0.390 -1.563 2.322  C7 1.117
23 H -1.393 0.976 2.621  N8 0.997
24 H -0.668 0.624 4.156  N8 1.081

Computed properties:
Largest force on an atom in eV/A: 3.54
HOMO level in eV: -11.8
Energy above the lowest of the compared OMol25 structures with the same formula, charge and spin in kJ/mol: 342.91
Net charge: +1
Orbital gap in eV: 8.27


8.
DFT (ωB97M-V/def2-TZVPD) results for 2 unconnected molecules or ions with the total composition C5H16N3 in a non-equilibrium geometry.

Each atom is followed by the atoms it is bonded to, with distances in Å.
Atoms and positions in Å:
1 C -2.976 -0.103 1.177  C2 1.528, H5 1.087, H6 1.090, H7 1.090
2 C -1.939 0.663 1.996  C1 1.528, N4 1.447, H8 1.099, H9 1.092
3 C -0.351 2.217 1.280  N4 1.265, H10 1.088, H11 1.085
4 N -0.754 1.019 1.247  C2 1.447, C3 1.265
5 H -3.781 -0.384 1.851  C1 1.087
6 H -3.407 0.502 0.380  C1 1.090
7 H -2.532 -0.991 0.729  C1 1.090
8 H -1.620 -0.030 2.787  C2 1.099
9 H -2.389 1.514 2.512  C2 1.092
10 H -0.846 3.015 1.830  C3 1.088
11 H 0.549 2.472 0.729  C3 1.085
12 C 1.596 -0.823 -2.133  N13 1.456, C14 1.528, H16 1.093, H17 1.100
13 N 2.819 -0.427 -2.818  C12 1.456, H18 1.016, H19 1.010
14 C 1.829 -0.732 -0.626  C12 1.528, N15 1.510, H20 1.089, H21 1.087
15 N 0.558 -1.095 0.105  C14 1.510, H22 1.018, H23 1.106, H24 1.013
16 H 1.411 -1.876 -2.361  C12 1.093
17 H 0.689 -0.257 -2.389  C12 1.100
18 H 2.688 -0.592 -3.812  N13 1.016
19 H 2.998 0.560 -2.698  N13 1.010
20 H 2.136 0.264 -0.312  C14 1.089
21 H 2.609 -1.424 -0.321  C14 1.087
22 H 0.750 -1.695 0.904  N15 1.018
23 H 0.013 -0.208 0.479  N15 1.106
24 H -0.051 -1.589 -0.536  N15 1.013

Computed properties:
Largest force on an atom in eV/A: 1.09
HOMO level in eV: -13.2
Energy above the lowest of the compared OMol25 structures with the same formula, charge and spin in kJ/mol: 151.98
Net charge: +1
Orbital gap in eV: 10.38


- Look up the energy above the lowest of the compared OMol25 structures with the same formula, charge and spin of the first one.
  159.59 kJ/mol